DFT (ωB97M-V with the def2-TZVPD basis set) results for a cluster of 2 separate species, C6H9N2O2 in total.

```
19
Properties=species:S:1:pos:R:3:forces:R:3:nbo_charge:R:1
O -0.1803 -1.1744 2.2935 -0.17 0.23 -0.21 -0.81
O -1.0045 0.8728 1.8493 -0.06 -0.27 0.15 -0.77
N 0.5213 -0.6443 -0.3466 0.47 -0.08 0.29 -0.52
N 1.7060 -0.7936 -2.2183 0.21 0.02 -0.27 -0.51
C 1.0265 0.4026 -2.2012 -0.68 -0.61 0.02 0.04
C -0.9571 -0.1915 2.5003 0.03 -0.11 -0.12 0.77
C -1.9175 -0.3576 3.6906 0.30 -0.24 -0.04 -0.73
C 0.9560 1.2925 -3.3972 0.56 0.62 0.27 -0.63
C 1.3975 -1.3710 -1.0802 -0.53 -0.04 0.27 0.15
C 0.2845 0.4922 -1.0482 0.38 0.73 -0.73 -0.09
H -0.3020 1.3457 -0.7507 -0.20 -0.41 0.51 0.23
H 1.3045 0.7594 -4.2732 -0.12 -0.18 -0.22 0.22
H -0.0522 1.6850 -3.5590 0.11 -0.14 -0.04 0.20
H 1.6869 -2.3575 -0.7527 0.24 0.06 -0.06 0.18
H 0.2799 -0.8367 0.6494 -0.23 0.05 0.08 0.47
H -1.3186 -0.7294 4.5267 -0.12 0.28 0.14 0.21
H 1.6271 2.1577 -3.2890 -0.13 -0.04 -0.04 0.20
H -2.4014 0.5948 3.8948 -0.08 -0.09 0.22 0.20
H -2.6567 -1.1466 3.5118 0.03 0.21 -0.23 0.20
```
Positions in Å, forces in eV/Å.

Results
* net charge: -1
* max |F|: 0.021 hartree/bohr
* energy: -494.1189 Eh
* ΔE to the lowest compared entry with this formula, charge and spin: 2.3 kcal/mol


DFT (ωB97M-V with the def2-TZVPD basis set) results for a structure of composition CoFH2O.

```
5
Properties=species:S:1:pos:R:3:forces:R:3:mulliken_spin:R:1
Co 2.6578 1.6225 -0.6454 1.53 -0.62 1.69 2.77
F 2.8251 0.7866 1.0273 -0.23 0.82 -1.76 0.15
O 0.8698 1.1350 -0.6136 -0.09 -2.16 3.10 0.08
H 0.1499 1.7612 -0.7489 -0.59 -0.20 0.47 0.00
H 0.9333 0.6047 0.4019 -0.63 2.15 -3.50 0.00
```
Positions in Å, forces in eV/Å.

Results
* 2S+1: 4
* net charge: +1
* max |F|: 0.081 hartree/bohr
* energy: -1558.7175 Eh
* <S²>: 3.756
* ΔE to the lowest compared entry with this formula, charge and spin: 0.0 kcal/mol


DFT (ωB97M-V with the def2-TZVPD basis set) results for the ion C7H10N3O2 with charge +1.

```
22
Properties=species:S:1:pos:R:3:forces:R:3:nbo_charge:R:1
O 1.3707 -1.8430 2.3743 0.71 0.01 -0.43 -0.33
O 1.8423 -1.4287 0.2682 0.51 -0.46 0.65 -0.39
N -0.6934 0.2186 -2.7539 2.48 0.94 -3.12 -0.68
N 0.5854 0.8851 -0.9891 -0.72 0.37 0.76 -0.61
N 1.3621 -1.1776 1.3642 -0.58 -0.43 -0.32 0.53
C 1.5033 2.1533 0.8643 -1.26 -3.80 1.15 -0.34
C 0.4588 -0.0298 1.3600 -2.76 1.01 -1.23 -0.17
C -1.2744 -0.5264 -0.4997 -2.87 -1.00 -1.64 -0.27
C -1.0182 -0.7105 0.9011 5.00 2.32 0.16 -0.03
C 0.8651 1.0664 0.3911 1.08 0.86 0.08 0.14
C -0.5281 0.1735 -1.3432 0.94 -0.05 1.72 0.29
C -1.6262 -1.5521 1.6631 -3.72 -0.57 0.18 -0.29
H -2.6318 -1.8229 1.3116 0.47 -0.53 -0.29 0.21
H -0.7539 1.2184 -3.1469 -0.31 -1.55 0.75 0.46
H 1.8929 2.2027 1.8465 -0.34 -0.62 1.37 0.22
H -1.5609 -1.8171 2.6760 1.14 -0.04 1.18 0.24
H -2.2061 -1.0491 -0.9169 1.45 0.80 0.63 0.24
H -1.3624 -0.3845 -3.1863 -1.40 -0.36 0.13 0.46
H 0.4357 0.5281 2.2940 -0.24 -1.00 0.43 0.26
H 1.8782 2.9641 0.4339 0.97 3.13 -3.05 0.21
H 0.2013 -0.1725 -3.2254 -1.18 0.74 0.95 0.45
H 1.2596 1.1039 -1.6868 0.65 0.24 -0.06 0.41
```
Positions in Å, forces in eV/Å.

Results
* net charge: +1
* SMILES: C=C1C=C([NH3+])NC(=C)[C@@H]1[N+](=O)[O-]
* max |F|: 0.107 hartree/bohr
* energy: -587.0267 Eh
* ΔE to the lowest compared entry with this formula, charge and spin: 137.6 kcal/mol


DFT (ωB97M-V with the def2-TZVPD basis set) results for a cluster of 2 separate species, C6H9N in total.

```
16
Properties=species:S:1:pos:R:3:forces:R:3:nbo_charge:R:1
N -2.0124 -1.8506 -0.1665 0.73 0.79 -0.44 -0.34
C 0.9046 0.3935 -0.4558 0.19 0.42 -0.05 -0.37
C -1.0720 1.7421 0.6574 -0.01 0.09 0.03 -0.66
C -0.2607 1.2703 -0.5045 -0.14 0.00 0.15 -0.07
C -0.4253 -0.0132 -1.1552 -0.10 -0.13 -0.24 -0.34
C -1.2822 -1.0652 -0.6060 -0.58 -0.61 0.40 0.27
C 1.3027 -1.4549 0.4276 0.15 -0.68 0.24 -0.64
H -1.9722 2.2487 0.2922 0.13 -0.07 0.06 0.23
H 1.3672 -2.0200 -0.5010 -0.04 0.20 0.17 0.22
H -0.3006 -0.0940 -2.2354 -0.03 0.01 0.17 0.25
H 0.5124 -1.8160 1.0825 0.13 0.06 -0.07 0.23
H 2.2689 -1.3455 0.9201 -0.14 0.05 -0.06 0.21
H -0.5043 2.4643 1.2533 -0.11 -0.11 -0.07 0.22
H 1.8571 0.4957 -0.9659 -0.25 -0.04 0.01 0.24
H -1.4151 0.9285 1.3236 0.10 0.10 -0.16 0.20
H 1.0320 0.1162 0.6335 -0.03 -0.07 -0.12 0.33
```
Positions in Å, forces in eV/Å.

Results
* net charge: 0
* max |F|: 0.023 hartree/bohr
* energy: -288.5476 Eh
* ΔE to the lowest compared entry with this formula, charge and spin: 147.1 kcal/mol